Model one:
The following is a quantum chemistry calculation of a gas-phase ion, C9H12N5 (charge +1), from OMol25.

```
26
Properties=species:S:1:pos:R:3:nbo_charge:R:1
C -3.81001 -0.09733 0.11902 -0.25
C -2.59829 0.39590 0.32200 -0.13
C -4.02037 -1.48458 0.02361 0.09
C -1.85947 -1.88306 0.43933 0.07
C -1.51697 -0.51340 0.34954 -0.21
C 0.60143 0.20149 -1.70527 0.17
C 2.74843 0.30683 -1.10107 0.28
C 0.45362 0.91033 -0.31932 -0.19
C -0.13875 -0.15394 0.59021 0.31
N -3.06294 -2.40979 0.24097 -0.37
N 1.77605 -0.05351 -2.04296 -0.37
N 3.22249 -0.80579 -0.34721 -0.84
N 1.86583 1.16032 0.02565 -0.61
N 0.55560 -0.55101 1.55963 -0.64
H -4.59306 0.60401 0.08529 0.23
H -2.31360 1.46039 0.27144 0.22
H -5.02581 -1.61354 -0.00352 0.21
H -1.16113 -2.59451 0.82060 0.20
H -0.30689 -0.34205 -1.98905 0.24
H 3.54404 1.08348 -1.23219 0.23
H -0.04951 1.86539 -0.36028 0.26
H 4.21348 -0.76531 -0.15522 0.41
H 2.02823 0.64444 0.93021 0.48
H 2.25160 2.08954 0.11399 0.43
H 2.71800 -1.64613 -0.22036 0.42
H 0.11446 -1.10295 2.30474 0.39
```

The SMILES is [H]/N=C(\c1cccnc1)[C@@H]1C=N[C@H](N)[NH2+]1. The frontier orbital gap is 9.282 eV. As for the net charge: +1. As for the HOMO energy: -12.957 eV.

Model two:
The following is a quantum chemistry calculation of a gas-phase ion, C9H12N5 (charge +1), from OMol25.

```
26
Properties=species:S:1:pos:R:3:nbo_charge:R:1
C -2.78959 1.15206 -1.09900 -0.24
C -1.77825 0.18252 -1.22317 -0.17
C -2.73642 2.11954 -0.12280 0.04
C -0.92952 1.11871 0.76478 0.04
C -0.87589 0.12818 -0.17911 -0.12
C 2.49512 0.20334 0.34046 -0.17
C 1.44263 -0.90534 2.12421 0.33
C 1.54827 -0.19773 -0.55323 0.18
C 0.30831 -0.85863 -0.13273 0.23
N -1.80721 2.08974 0.85677 -0.37
N 2.48764 -0.17107 1.63142 -0.51
N 0.45346 -1.26685 1.32113 -0.54
N 1.54046 0.11283 -1.87342 -0.78
N -0.11037 -1.99937 -0.91141 -0.83
H -3.72848 0.98452 -1.67394 0.24
H -1.72236 -0.55776 -1.94275 0.23
H -3.51933 2.90496 0.15361 0.23
H -0.22407 1.11560 1.54437 0.18
H 3.12577 1.14844 -0.00341 0.25
H 1.43866 -1.19121 3.25419 0.26
H 3.24265 0.16791 2.23919 0.45
H -0.16552 -1.92098 1.74920 0.43
H 2.29587 0.59196 -2.37057 0.42
H 0.64318 0.04079 -2.49173 0.43
H 0.47560 -2.90331 -0.78754 0.40
H -1.11060 -2.08884 -0.61452 0.38
```

The SMILES is NC1=CNC=[NH+][C@@]1(N)c1cccnc1. The frontier orbital gap is 8.156 eV. As for the net charge: +1. As for the HOMO energy: -11.734 eV.

Least stable structure among those shown: model one.